Entry 1:
A cluster of 2 separate species, C3H5ClN2S in total at a distorted geometry. Source: the OMol25 dataset; level of theory: the ωB97M-V functional and the def2-TZVPD basis.

Cartesian coordinates (Å):
C: 1.4521 -0.6241 0.4154
C: -3.1854 0.2443 -0.0960
C: 2.2763 0.6174 0.2052
N: 0.5489 -1.0590 -0.3319
N: -0.3557 -1.3656 -0.9419
S: -2.8389 1.7588 -0.4553
Cl: -4.4900 -0.3714 0.6538
H: 1.7020 -1.3718 1.1503
H: -2.6186 -0.4598 -0.7480
H: 2.7299 1.0595 1.1212
H: 1.6237 1.2456 -0.5101
H: 3.1556 0.3260 -0.4628

For the total energy, the calculation gives -29526.5156 eV. As for the orbital gap: 7.901 eV. The calculation puts the energy relative to the best compared isomer or geometry (same formula, charge and spin) at 62.53 kcal/mol.

---

Entry 2:
A structure of composition C3H5ClNO2P at a distorted geometry. Source: the OMol25 dataset; level of theory: the ωB97M-V functional and the def2-TZVPD basis.

Cartesian coordinates (Å):
C: -0.5405 0.1822 -0.6851
C: 0.9625 0.3521 -0.8329
C: 1.3188 -0.0745 0.6280
N: -1.2304 -0.6826 -1.1979
O: -1.0934 1.0397 0.2741
O: 0.2821 -0.5810 1.4209
P: -1.0348 0.2625 1.6692
Cl: -2.6960 -0.9208 0.8070
H: 1.2931 -0.4083 -1.6954
H: 1.2784 1.3529 -1.0675
H: 2.0283 -0.8940 0.5236
H: 1.6485 0.8683 1.1063
H: -2.2165 -0.4966 -0.9503

For the total energy, the calculation gives -30587.4308 eV. As for the orbital gap: 9.557 eV. The calculation puts the energy relative to the best compared isomer or geometry (same formula, charge and spin) at 44.05 kcal/mol.

---

Entry 3:
The ion C3H5ClNOS with charge +1 at a distorted geometry. Source: the OMol25 dataset; level of theory: the ωB97M-V functional and the def2-TZVPD basis.

Cartesian coordinates (Å):
C: 0.1798 0.7099 0.0214
C: -1.0499 -0.0190 0.5353
C: 1.2847 -0.2534 -0.1424
N: -1.9710 0.0372 -0.5322
O: 0.1588 1.8547 -0.2862
S: 2.8308 0.3773 0.0585
Cl: 4.1696 -1.2197 0.2371
H: -1.0019 -1.0830 0.9014
H: -1.4599 0.6162 1.2657
H: 1.0159 -1.2913 0.0509
H: -1.9458 -0.7445 -1.1547
H: -2.2112 1.0155 -0.9547

For the total energy, the calculation gives -30076.9932 eV. Its charge is +1. As for the orbital gap (spin up / spin down): 5.845 / 5.850 eV. The calculation puts the energy relative to the best compared isomer or geometry (same formula, charge and spin) at 28.56 kcal/mol.

---

Entry 4:
The molecule C3H5ClO at a distorted geometry. Source: the OMol25 dataset; level of theory: the ωB97M-V functional and the def2-TZVPD basis.

Cartesian coordinates (Å):
C: -1.5584 -0.2024 0.2594
O: -0.6118 0.4686 -0.5287
C: 0.5917 -0.1206 -0.4992
C: 1.5825 0.6838 -0.1147
Cl: 3.1232 -0.1018 -0.0276
H: -2.2297 -0.8543 -0.3355
H: -2.0821 0.5815 0.8302
H: -1.0508 -0.8767 0.8995
H: 0.6982 -1.1797 -0.9803
H: 1.5372 1.6015 0.4970

For the total energy, the calculation gives -17760.1181 eV. As for the orbital gap: 9.992 eV. The SMILES is CO/C=C/Cl. The calculation puts the energy relative to the best compared isomer or geometry (same formula, charge and spin) at 38.27 kcal/mol.

---

Among the records above, which one has the lowest energy relative to the best compared isomer or geometry (same formula, charge and spin)?
C3H5ClNOS